Record 1
{"formula": "C4H10N2OS", "method": "wB97M-V/def2-TZVPD", "symbols": ["C", "C", "C", "C", "H", "H", "H", "H", "H", "H", "H", "H", "H", "H", "N", "N", "O", "S"], "xyz": [[1.84472, -1.58047, 0.59925], [1.66550, 1.09152, -0.42625], [0.33168, 1.36263, 0.26762], [-2.60945, -0.12508, -0.21410], [2.54161, -1.11556, 1.32198], [0.81012, -1.50458, 0.98437], [2.11490, -2.63626, 0.43627], [1.66684, 1.74805, -1.30136], [2.45371, 1.41718, 0.24819], [0.34212, 2.41501, 0.62718], [0.21380, 0.68410, 1.13176], [-0.93116, -0.66327, -1.21472], [-2.91452, 0.70389, 0.43151], [-4.25282, -1.05962, -0.31147], [-1.21442, -0.14254, -0.39647], [-3.25697, -1.14354, -0.58238], [-0.76101, 1.16580, -0.55908], [1.95537, -0.61725, -1.04232]], "forces_ev_per_a": [[-0.13, 0.94, -0.52], [-0.45, 0.00, -0.13], [1.18, -0.12, 1.27], [0.99, -0.92, 0.54], [-0.30, -0.31, -0.40], [0.56, -0.15, -0.27], [-0.09, 0.58, -0.14], [0.32, -0.25, -0.10], [0.28, -0.12, -0.01], [-0.15, -0.52, -0.29], [0.13, 0.49, -0.10], [-0.01, -0.32, -0.12], [-0.26, 0.05, -0.39], [0.77, -0.14, -0.11], [-0.94, 0.11, -0.17], [-1.32, 0.40, -0.03], [-0.40, 0.58, -0.50], [-0.17, -0.28, 1.46]], "mulliken_charge": [-0.7448, -0.6823, -0.3576, 0.0288, 0.2515, 0.2290, 0.3317, 0.3422, 0.3755, 0.3264, 0.3370, 0.2394, 0.3504, 0.2606, -0.2339, -0.6392, -0.2812, -0.1334], "e_tot_ev": -20170.8065, "de_lowest_ev": 3.116, "smiles": "[H]/N=C/NOCCSC", "gap_ev": 9.70}

***

Record 2
{"formula": "C10H40N20O10", "method": "wB97M-V/def2-TZVPD", "symbols": ["C", "O", "N", "N", "H", "H", "H", "H", "C", "O", "N", "N", "H", "H", "H", "H", "C", "O", "N", "N", "H", "H", "H", "H", "C", "O", "N", "N", "H", "H", "H", "H", "C", "O", "N", "N", "H", "H", "H", "H", "C", "O", "N", "N", "H", "H", "H", "H", "C", "O", "N", "N", "H", "H", "H", "H", "C", "O", "N", "N", "H", "H", "H", "H", "C", "O", "N", "N", "H", "H", "H", "H", "C", "O", "N", "N", "H", "H", "H", "H"], "xyz": [[2.28721, -0.41088, 3.19747], [2.60987, -0.96823, 2.16438], [2.46203, -0.83533, 4.40382], [1.80642, 0.77607, 3.18714], [2.61582, -1.82717, 4.51663], [2.31003, -0.24920, 5.21217], [1.56842, 1.12251, 2.26876], [2.08563, 1.44569, 3.88982], [-0.37714, -0.37590, -0.22940], [-1.60339, -0.16861, -0.28870], [0.43626, 0.25736, -1.00252], [0.15575, -1.30819, 0.49018], [1.38516, -0.08418, -0.94739], [0.26770, 1.06983, -1.57835], [-0.51797, -1.98316, 0.82277], [1.14148, -1.44066, 0.66593], [3.34383, 3.78132, -3.65233], [2.81675, 4.84598, -3.84052], [2.91860, 2.88608, -2.77061], [4.26640, 3.17804, -4.31115], [3.55234, 2.17650, -2.43151], [2.05129, 3.18924, -2.35112], [4.55748, 3.68143, -5.13696], [4.28538, 2.18107, -4.15057], [-0.69645, 3.60377, -2.67068], [-0.84638, 2.98807, -3.70664], [0.18600, 4.45887, -2.36345], [-1.35624, 3.26415, -1.61709], [0.91228, 4.64809, -3.03933], [0.28697, 5.10248, -1.59165], [-1.95608, 2.47928, -1.82750], [-0.94776, 3.48764, -0.72082], [-2.90375, -0.52072, 3.04203], [-2.81436, -0.77327, 4.17037], [-3.97539, -0.74958, 2.35364], [-2.20787, 0.31021, 2.32717], [-4.67879, -1.22257, 2.90281], [-4.04011, -0.71101, 1.34644], [-2.45832, 0.37028, 1.35055], [-1.46362, 0.90648, 2.65978], [-2.06607, -6.18714, 2.37991], [-3.21570, -6.21467, 1.88528], [-1.32865, -5.13408, 2.16873], [-1.48895, -7.11197, 3.13029], [-1.88379, -4.52585, 1.58394], [-0.41108, -5.33347, 1.79672], [-2.01096, -7.96055, 3.29614], [-0.48969, -7.15802, 3.26980], [2.84347, 3.72789, 0.53593], [3.98499, 4.10536, 0.44199], [2.51470, 2.46665, 0.23564], [1.93057, 4.53064, 0.91471], [1.52491, 2.26561, 0.23465], [3.31743, 1.86190, 0.13565], [1.02466, 4.09570, 0.81347], [1.99071, 5.51008, 1.15379], [-3.30835, -3.27365, -0.10857], [-2.33879, -3.05428, 0.60186], [-4.01064, -4.40886, -0.10257], [-3.74283, -2.38231, -0.94940], [-4.80321, -4.38743, -0.72824], [-3.76471, -5.33192, 0.22545], [-3.34389, -1.45562, -0.90276], [-4.56979, -2.56232, -1.50063], [4.25769, -0.42709, -1.09375], [3.16628, 0.12786, -1.23757], [4.57275, -1.06688, 0.05776], [5.13950, -0.68437, -2.02554], [5.43517, -1.49957, 0.35628], [3.86148, -1.09898, 0.77412], [4.84561, -0.60813, -2.98882], [5.89518, -1.30387, -1.77005], [-4.32978, 0.92031, -1.99024], [-5.28269, 1.06926, -2.56066], [-4.12712, 1.16882, -0.70906], [-3.24133, 0.36317, -2.50096], [-4.86735, 1.43599, -0.07600], [-3.25160, 0.90615, -0.27945], [-3.37522, -0.11268, -3.38171], [-2.51840, 0.14653, -1.82973]], "forces_ev_per_a": [[1.30, -0.64, -1.30], [-0.08, -1.97, -1.23], [1.12, -2.96, 3.45], [-2.31, 5.33, -1.06], [0.28, 0.32, 0.32], [-0.30, -0.46, -0.25], [0.45, 0.34, 0.22], [-0.43, -0.04, -0.17], [-2.58, 0.46, -1.09], [-1.00, 0.17, 0.13], [3.22, 1.87, -1.61], [0.23, -2.61, 2.21], [0.28, 0.57, -0.54], [-0.54, -0.32, 0.13], [-0.01, -0.16, 0.33], [-0.15, 0.21, -0.04], [-2.07, -0.71, 1.39], [-0.45, 2.00, -0.51], [-2.21, -0.28, 2.40], [4.07, -0.10, -3.52], [-0.87, 0.15, 0.53], [0.42, -0.80, 0.86], [0.52, -0.80, -0.12], [0.54, 0.45, -1.08], [-1.14, -2.75, -1.75], [0.29, 0.20, -1.63], [6.19, 5.13, -0.74], [-3.47, -1.72, 3.54], [0.05, 0.32, -0.50], [-0.82, -0.49, 0.09], [-0.33, -0.07, 0.92], [-0.77, -0.48, -0.05], [-0.45, 2.23, -1.78], [1.39, -1.76, 6.03], [-5.44, -2.76, -1.72], [4.09, 3.17, -2.08], [-0.11, -0.31, -0.69], [-0.11, -0.20, 0.38], [0.81, 0.18, 0.44], [-0.09, -0.63, 0.14], [-2.87, -0.78, -1.21], [0.65, -1.17, 1.36], [2.05, 2.54, -0.92], [-0.04, -2.67, 1.16], [0.49, 1.03, -0.36], [0.17, 0.33, 0.25], [0.19, 0.10, -0.12], [-0.37, 0.30, 0.07], [4.43, -0.81, -1.09], [2.41, 0.29, -0.02], [-0.98, -0.18, 0.44], [-5.79, 1.93, 1.31], [0.56, -1.16, -0.31], [-0.87, -0.45, -0.32], [-0.44, 0.96, 0.53], [0.49, -0.46, -0.32], [0.97, -1.50, 1.32], [1.22, -0.09, 0.83], [-1.78, -1.09, -1.06], [-1.33, 2.42, -2.01], [0.10, -0.35, 0.18], [0.52, 0.45, 0.77], [-0.06, -0.17, -0.18], [0.30, 0.43, 0.04], [-1.36, -1.84, 2.02], [0.71, 0.41, -0.45], [-0.53, 0.04, 1.86], [1.73, 0.31, -2.62], [0.02, 0.28, -0.74], [-0.12, 0.38, 0.19], [0.32, 0.04, 0.17], [-0.19, 0.16, -0.55], [6.11, -1.81, 3.25], [-9.52, 1.85, -5.26], [0.15, 1.21, 4.45], [2.21, -0.98, -1.63], [0.02, 0.11, -0.48], [-0.18, 0.17, -0.18], [0.48, 0.18, 0.19], [0.58, -0.47, -0.65]], "mulliken_charge": [0.6075, -0.8168, -0.4235, -0.2838, 0.2642, 0.1579, 0.0471, 0.2698, 0.5936, -0.3192, 0.0288, 0.0171, -0.1477, 0.0542, 0.1297, 0.1656, 0.5507, -0.7246, -0.0618, -0.3752, 0.2945, -0.1189, 0.2435, 0.1740, 0.5921, -0.6844, -0.4275, -0.4281, 0.2576, 0.1369, 0.2714, 0.2001, 0.6334, -0.6644, -0.3474, -0.1478, 0.2065, 0.1803, -0.1834, 0.1325, 0.5848, -0.7455, -0.4498, -0.3858, 0.3660, 0.2560, 0.2646, 0.1998, 0.6700, -0.7346, 0.2576, -0.2945, -0.2412, -0.0322, 0.0567, 0.2339, 0.6042, -0.8763, -0.3331, -0.4044, 0.1083, 0.2066, 0.2171, 0.2352, 0.6327, -0.7579, -0.3191, -0.4240, 0.2013, 0.2468, 0.2549, 0.1696, 0.3982, -0.5993, -0.1701, -0.1759, 0.2044, 0.1494, 0.2151, 0.1561], "e_tot_ev": -61301.5447, "de_lowest_ev": 6.224, "smiles": "NC(N)=O.NC(N)=O.NC(N)=O.NC(N)=O.NC(N)=O.NC(N)=O.NC(N)=O.NC(N)=O.NC(N)=O.NC(N)=O", "gap_ev": 9.06}

***

Record 3
{"formula": "C11H30Cl4O10", "method": "wB97M-V/def2-TZVPD", "symbols": ["C", "Cl", "Cl", "Cl", "Cl", "C", "C", "O", "O", "H", "H", "H", "H", "H", "H", "C", "C", "O", "O", "H", "H", "H", "H", "H", "H", "C", "C", "O", "O", "H", "H", "H", "H", "H", "H", "C", "C", "O", "O", "H", "H", "H", "H", "H", "H", "C", "C", "O", "O", "H", "H", "H", "H", "H", "H"], "xyz": [[8.28820, 15.17859, 24.56908], [7.11883, 14.24448, 25.49406], [9.90457, 15.14791, 25.24357], [8.32159, 14.62270, 22.90004], [7.65973, 16.82171, 24.45692], [8.05249, 7.83513, 27.70705], [7.36012, 9.06572, 27.08790], [7.96693, 9.23486, 25.83380], [9.45040, 7.96570, 27.76024], [7.60855, 7.00086, 27.16390], [7.60572, 7.71788, 28.69435], [7.58329, 9.99542, 27.61131], [6.29380, 8.84370, 27.04582], [8.90152, 9.17085, 26.04364], [9.87746, 7.23059, 27.31433], [2.29242, 9.99082, 24.07921], [1.50494, 10.53700, 22.84752], [2.32374, 10.89587, 21.74376], [2.90212, 8.77596, 23.80388], [1.59004, 9.81622, 24.89424], [3.00869, 10.69993, 24.49419], [0.78105, 11.31687, 23.08391], [0.85150, 9.86078, 22.29631], [2.52528, 10.07792, 21.28340], [3.85766, 8.86006, 23.76560], [3.66506, 16.00098, 22.32208], [3.11513, 17.30079, 22.95632], [4.17087, 18.12644, 23.43816], [4.48541, 15.25192, 23.27182], [4.28734, 16.34478, 21.49584], [2.74196, 15.49855, 22.03303], [2.65170, 17.01092, 23.89935], [2.45420, 17.91927, 22.34906], [4.73817, 17.64094, 24.04152], [4.52178, 14.32468, 23.02583], [4.25432, 7.94513, 19.86014], [5.57662, 8.68160, 19.88308], [6.17637, 8.57658, 21.19580], [3.23895, 8.71541, 20.40539], [4.38441, 6.92487, 20.22103], [3.98182, 7.89310, 18.80603], [5.58158, 9.76797, 19.79424], [6.29782, 8.11922, 19.29004], [5.60693, 9.11815, 21.74720], [2.55253, 8.07529, 20.60705], [5.74716, 11.78739, 22.84462], [6.00678, 11.21330, 24.27726], [5.58902, 9.87025, 24.42176], [4.55625, 12.49859, 22.66336], [5.75452, 10.94886, 22.14826], [6.57122, 12.34540, 22.40004], [5.59541, 11.91774, 25.00020], [7.08570, 11.14338, 24.41563], [6.24720, 9.53681, 25.03594], [3.87018, 11.89621, 22.36664]], "forces_ev_per_a": [[-0.64, 0.45, -0.59], [0.31, -0.27, 0.23], [-0.07, -0.08, 0.23], [0.25, -0.61, -0.30], [0.16, 0.63, 0.42], [-2.20, 0.54, 0.78], [1.64, -0.50, 0.81], [-0.56, 0.05, -1.16], [-0.08, 0.06, -0.34], [0.89, -0.38, -0.42], [0.44, -0.01, 0.50], [-0.48, -0.10, 0.73], [-0.01, 0.28, -0.31], [0.40, 0.07, -0.33], [-0.07, -0.08, 0.01], [-1.18, 0.52, -0.35], [-0.19, -0.56, -0.46], [0.86, 1.37, 0.53], [0.18, -1.08, -0.55], [-0.37, 0.05, 0.01], [0.07, 0.38, -0.42], [0.62, 0.62, 0.33], [-0.40, -1.18, 1.28], [0.48, -0.01, -0.21], [0.24, 0.33, 0.17], [0.00, 0.90, 0.75], [1.59, -1.07, 2.17], [0.42, 1.09, -0.79], [-1.05, 1.76, -0.43], [-0.06, -0.49, -0.39], [0.35, -0.68, -0.40], [-1.06, -0.32, -0.27], [0.19, -0.34, -0.22], [-0.16, -0.41, -0.06], [-0.21, -0.50, -0.33], [1.21, 0.78, -2.67], [0.99, -0.80, 2.19], [-0.22, -0.31, 0.20], [-0.95, -0.27, 1.37], [-0.14, 0.17, 0.55], [0.23, -0.58, -0.48], [-0.63, -0.11, -1.46], [-0.19, 0.54, -0.64], [0.12, -0.10, 0.58], [-0.44, 0.21, 0.29], [0.38, -1.35, -0.15], [0.97, 0.96, -1.62], [-0.92, 0.15, 0.01], [0.08, 0.66, 0.45], [-0.16, -0.48, 0.11], [0.14, 0.56, 0.84], [-0.31, -0.22, 0.21], [0.17, 0.67, 0.02], [0.07, -0.65, -0.17], [-0.70, -0.25, -0.26]], "mulliken_charge": [0.3626, -0.0704, -0.1011, -0.1112, -0.0935, -0.6744, -0.2308, -0.6422, -0.5196, 0.3282, 0.3310, 0.2445, 0.3826, 0.3622, 0.3255, -0.0817, -0.6645, -0.6025, -0.5692, 0.3498, 0.0382, 0.3164, 0.4085, 0.5374, 0.3760, -0.1691, -0.6116, -0.5393, -0.2730, 0.2695, 0.2708, 0.3219, 0.3357, 0.2912, 0.3320, -0.4232, -0.4533, -0.5195, -0.5103, 0.3538, 0.3144, 0.2948, 0.2981, 0.2060, 0.2465, 0.8172, -0.4020, -0.4626, -0.5980, -0.6905, 0.1076, 0.2231, 0.5131, 0.2659, 0.1890], "e_tot_ev": -82454.1836, "de_lowest_ev": 0.741, "smiles": "ClC(Cl)(Cl)Cl.OCCO.OCCO.OCCO.OCCO.OCCO", "gap_ev": 9.77}

***

Q: Number 2 is which compound?
A: C10H40N20O10